Entry from the OMol25 dataset: a 2-piece molecular cluster, C2H9NOS2 overall at a distorted geometry (wB97M-V/def2-TZVPD).

The HOMO energy is -9.16 eV. Its spin multiplicity is 1. The value obtained for the frontier orbital gap is 9.46 eV. The energy above the lowest of the compared OMol25 structures with the same formula, charge and spin comes out at 162.6 kJ/mol. Its SMILES is CSS.NCO.

XYZ file:
```
15
Properties=species:S:1:pos:R:3:lowdin_charge:R:1
C 2.289 0.251 0.620 -0.471
S 1.847 0.174 -1.216 0.384
S 1.135 2.177 -1.189 0.278
H 2.511 1.323 1.028 0.058
H 1.567 -0.325 1.170 -0.009
H 3.184 -0.374 0.698 0.008
H 2.204 2.889 -1.700 -0.179
N -1.462 -0.780 0.952 0.011
C -2.310 -0.779 -0.332 -0.243
O -1.341 -0.986 -1.458 -0.165
H -1.230 0.105 1.316 0.046
H -2.005 -1.366 1.527 0.039
H -2.764 0.210 -0.233 0.096
H -3.082 -1.579 -0.386 0.115
H -0.543 -0.940 -0.799 0.033
```